[1]
ORCA calculation (ωB97M-V with the def2-TZVPD basis set) on a structure of composition C31H37CsF9N3P.

Structure (ORCA input):
```
! wB97M-V def2-TZVPD RIJCOSX def2/J DEFGRID3
* xyz 1 1
Cs -0.86386 -0.36082 1.15029
N -7.43076 0.06738 -3.47781
C -5.59096 0.07948 -2.07951
C -5.69456 -1.15922 -1.28231
C -4.56406 -1.20172 -0.20191
N -3.25546 -1.52012 -0.75741
C -4.56466 0.11378 0.58349
C -4.55926 1.40658 -0.24021
N -3.24686 1.69548 -0.79881
C -5.69576 1.33718 -1.31391
H -7.36506 -0.75262 -4.06651
H -7.35996 0.88838 -4.06411
H -8.34156 0.06968 -3.03541
H -4.97526 0.06908 -2.96311
H -5.62296 -2.05072 -1.90841
H -6.64746 -1.18362 -0.74771
H -4.80656 -2.00392 0.50379
H -3.13486 -1.03122 -1.63961
H -3.20506 -2.51452 -0.96251
H -3.70176 0.13068 1.25869
H -5.47186 0.12428 1.19279
H -4.79406 2.22718 0.44549
H -3.15306 2.69158 -0.97121
H -3.13696 1.22738 -1.69211
H -5.63126 2.21348 -1.96131
H -6.64506 1.37048 -0.77331
C -3.65966 -0.18412 4.49869
C -2.30936 -0.77642 4.89349
C -2.20476 -0.85312 6.42819
C -1.16436 0.02708 4.36669
H -4.46976 -0.72152 4.98489
H -3.81736 -0.24252 3.42299
H -3.71676 0.86008 4.79969
H -2.24866 -1.80612 4.51369
H -2.28006 0.14088 6.85939
H -1.25006 -1.28332 6.71539
H -2.99876 -1.47332 6.83439
H -0.19046 -0.37362 4.63089
H -1.24846 1.09258 4.56159
F 7.39114 2.38198 3.19909
C 6.44404 3.20338 2.71819
F 5.97464 3.90188 3.75589
F 7.06724 4.07288 1.90859
C 5.36864 2.44098 1.98889
C 4.05754 2.45538 2.43999
C 3.09454 1.74388 1.74599
C 3.44034 1.01978 0.61129
C 4.75994 1.01998 0.16129
C 5.72374 1.72768 0.84949
P 2.14444 0.08578 -0.29271
C 2.90774 -1.57152 -0.40311
C 3.74354 -2.05382 0.60309
C 4.17544 -3.36602 0.57849
C 3.76594 -4.20592 -0.44831
C 2.92454 -3.74112 -1.45281
C 2.48974 -2.43142 -1.41891
C 4.14324 -5.66252 -0.39971
F 4.07534 -6.26282 -1.59211
F 5.37484 -5.86772 0.07549
F 3.30114 -6.33252 0.41379
C 2.45064 0.79408 -1.96041
C 1.72494 1.94648 -2.26101
C 1.88644 2.57838 -3.47811
C 2.77454 2.05188 -4.40611
C 3.50744 0.90868 -4.11721
C 3.34704 0.28308 -2.89331
C 2.87774 2.70638 -5.75841
F 1.87974 2.28988 -6.56461
F 4.02004 2.43168 -6.39131
F 2.77114 4.03928 -5.68881
H 3.79604 3.01818 3.32219
H 2.06734 1.75858 2.09449
H 5.02794 0.46508 -0.72631
H 6.74754 1.73278 0.50839
H 4.04764 -1.40652 1.41439
H 4.82214 -3.74382 1.35609
H 2.61254 -4.40492 -2.24431
H 1.81494 -2.06892 -2.18561
H 1.02924 2.34728 -1.53251
H 1.33074 3.47268 -3.71331
H 4.19944 0.51338 -4.84381
H 3.91454 -0.61212 -2.67951
*
```

Properties
Max |F| = 1.35 eV/A
Highest occupied orbital energy (spin up / spin down) = -11.55 / -8.44 eV
Kohn-Sham gap (spin up / spin down) = 9.043 / 5.177 eV



[2]
ORCA calculation (ωB97M-V with the def2-TZVPD basis set) on an isolated molecule of C3H5N3S.

Structure (ORCA input):
```
! wB97M-V def2-TZVPD RIJCOSX def2/J DEFGRID3
* xyz 0 1
N -1.34113 2.17943 -1.12220
C -0.57573 1.10662 -0.75212
N -0.37936 0.69151 0.48236
C 0.26016 -0.48018 0.34153
S 0.88825 -1.34709 1.78800
C 0.43813 -0.86113 -0.97692
N -0.13769 0.17553 -1.65245
H -1.73992 2.63166 -0.28718
H -0.79710 2.88385 -1.63419
H -0.00398 -2.35994 1.79220
H 0.90092 -1.68230 -1.46855
H -0.30001 0.16305 -2.63922
*
```

Properties
SMILES string = Nc1nc(S)c[nH]1
Energy above the lowest of the compared OMol25 structures with the same formula, charge and spin = 0.258 eV
Max |F| = 2.65 eV/A
Highest occupied orbital energy = -8.16 eV
Kohn-Sham gap = 8.895 eV